Entry 1:
Below is C3H7NO2S in the gas phase at a distorted geometry, with properties calculated with ωB97M-V/def2-TZVPD.

Cartesian coordinates (Å):
C1 -1.867 0.583 0.515
O1 -1.949 -0.776 0.110
C2 -0.750 -1.141 -0.510
S1 0.886 -1.039 0.441
O2 1.771 -1.212 -0.750
C3 1.499 0.733 1.015
N1 2.337 0.916 0.076
H1 -2.688 0.644 1.087
H2 -2.022 1.159 -0.315
H3 -1.038 0.894 1.139
H4 -0.883 -2.306 -0.693
H5 -0.674 -0.547 -1.390
H6 2.812 1.793 0.006
H7 2.567 0.299 -0.730

Computed properties:
HOMO energy, eV: -8.8
Structure (SMILES): COCS(=O)#CN
E_LUMO, eV: 0.490
Maximum force, eV Å⁻¹: 3.90
HOMO-LUMO gap, eV: 9.30
Energy above the lowest of the compared OMol25 structures with the same formula, charge and spin, eV: 5.3556

Mulliken population analysis, charges in e, atoms 1 to 4:
1. C -0.8501
2. O -0.3535
3. C -0.3066
4. S 0.4284

---

Entry 2:
Below is a molecular structure, C31H22N3O3PV at a distorted geometry, with properties calculated with ωB97M-V/def2-TZVPD.

Cartesian coordinates (Å):
V1 -1.802 0.657 -0.480
O1 -1.612 1.570 3.502
C1 -1.774 1.606 2.314
N1 -2.141 0.543 1.519
C2 -2.325 -0.685 2.054
O2 -2.274 -0.943 3.244
C3 -2.512 -1.719 0.997
C4 -2.681 -3.054 1.379
C5 -2.986 -3.974 0.394
C6 -3.141 -3.588 -0.934
C7 -2.812 -2.259 -1.239
N2 -2.543 -1.340 -0.311
C8 -1.637 2.848 1.443
C9 -1.376 4.061 2.044
C10 -1.272 5.176 1.207
C11 -1.351 5.052 -0.161
C12 -1.646 3.815 -0.690
N3 -1.759 2.731 0.084
H1 -2.571 -3.320 2.385
H2 -3.255 -4.983 0.642
H3 -3.423 -4.351 -1.636
H4 -2.784 -1.932 -2.256
H5 -1.369 4.101 3.114
H6 -1.071 6.152 1.640
H7 -1.267 5.901 -0.809
H8 -1.766 3.686 -1.744
O3 -2.216 1.052 -2.453
C13 -1.110 0.527 -2.262
C14 0.053 0.096 -2.950
C15 0.262 0.096 -4.316
C16 1.502 -0.214 -4.835
C17 2.525 -0.577 -3.934
C18 2.330 -0.658 -2.547
C19 1.075 -0.288 -2.020
P1 0.568 -0.108 -0.257
C20 1.916 0.923 0.481
C21 1.779 2.332 0.362
C22 2.747 3.135 0.972
C23 3.798 2.609 1.628
C24 3.947 1.216 1.690
C25 3.009 0.372 1.148
C26 0.801 -1.729 0.461
C27 0.942 -1.852 1.829
C28 0.990 -3.147 2.361
C29 0.869 -4.255 1.546
C30 0.800 -4.114 0.190
C31 0.717 -2.847 -0.379
H9 -0.615 0.333 -4.882
H10 1.740 -0.180 -5.913
H11 3.523 -0.732 -4.302
H12 3.142 -0.920 -1.865
H13 0.898 2.781 -0.139
H14 2.607 4.198 0.918
H15 4.475 3.302 2.129
H16 4.740 0.829 2.363
H17 3.133 -0.704 1.223
H18 0.889 -1.000 2.499
H19 1.070 -3.261 3.443
H20 0.906 -5.236 2.007
H21 0.671 -4.986 -0.434
H22 0.672 -2.741 -1.463

Computed properties:
2S+1: 3
HOMO energy (alpha / beta), eV: -11.4 / -11.4
E_LUMO (alpha / beta), eV: -3.453 / -3.783
Maximum force, eV Å⁻¹: 2.46
HOMO-LUMO gap (alpha / beta), eV: 7.93 / 7.60
Net charge: +1

Mulliken population analysis, charges in e, atoms 1 to 4:
1. V -0.0907
2. O -0.6014
3. C -0.0114
4. N 0.0855

---

Entry 3:
Below is C3H2O3 in the gas phase at a distorted geometry, with properties calculated with ωB97M-V/def2-TZVPD.

Cartesian coordinates (Å):
O1 -2.392 0.528 -0.335
C1 -1.241 0.771 -0.105
C2 -0.286 -0.150 0.293
C3 1.335 -0.155 0.069
O2 1.127 -1.544 -0.132
O3 -0.185 -1.577 0.254
H1 -0.681 1.823 -0.130
H2 2.323 0.305 0.086

Computed properties:
HOMO energy (alpha / beta), eV: -9.4 / -9.4
Structure (SMILES): O=Cc1coo1
E_LUMO (alpha / beta), eV: -0.959 / -0.960
Maximum force, eV Å⁻¹: 8.95
HOMO-LUMO gap (alpha / beta), eV: 8.48 / 8.48
Energy above the lowest of the compared OMol25 structures with the same formula, charge and spin, eV: 6.9028

Mulliken population analysis, charges in e, atoms 1 to 4:
1. O -0.4801
2. C 0.1443
3. C 0.0709
4. C -0.0780

---

Entry 4:
Below is 2 unconnected molecules or ions with the total composition C3H3O2S at a distorted geometry, with properties calculated with ωB97M-V/def2-TZVPD.

Cartesian coordinates (Å):
C1 0.150 -1.079 0.678
C2 0.698 -2.016 1.239
C3 -0.550 -0.097 -0.133
O1 2.310 -2.781 4.172
O2 3.686 -3.189 2.196
S1 2.391 -3.433 2.841
H1 -0.639 -0.389 -1.213
H2 -1.633 -0.085 0.007
H3 -0.169 0.937 -0.177

Computed properties:
HOMO energy, eV: -4.3
E_LUMO, eV: 3.734
Maximum force, eV Å⁻¹: 2.21
HOMO-LUMO gap, eV: 7.99
Energy above the lowest of the compared OMol25 structures with the same formula, charge and spin, eV: 3.3293
Net charge: -1

Mulliken population analysis, charges in e, atoms 1 to 4:
1. C -0.2140
2. C -0.1428
3. C -1.0460
4. O -0.4730

---

Entry 5:
Below is C5H11NO in the gas phase at a distorted geometry, with properties calculated with ωB97M-V/def2-TZVPD.

Cartesian coordinates (Å):
C1 -1.483 -0.702 1.998
C2 -1.126 -0.459 0.539
N1 -0.780 0.907 0.261
C3 0.093 1.265 -0.760
O1 0.363 2.457 -0.959
C4 0.793 0.212 -1.627
C5 2.092 -0.231 -0.909
H1 -0.671 -0.432 2.653
H2 -2.316 -0.037 2.241
H3 -1.737 -1.746 2.198
H4 -0.314 -1.120 0.342
H5 -1.977 -0.753 -0.114
H6 -1.290 1.647 0.694
H7 0.106 -0.637 -1.775
H8 1.006 0.604 -2.622
H9 2.850 0.607 -0.964
H10 1.918 -0.424 0.140
H11 2.473 -1.157 -1.335

Computed properties:
HOMO energy, eV: -9.5
Structure (SMILES): CCNC(=O)CC
E_LUMO, eV: 0.897
Maximum force, eV Å⁻¹: 2.15
HOMO-LUMO gap, eV: 10.35
Energy above the lowest of the compared OMol25 structures with the same formula, charge and spin, eV: 0.4473

Mulliken population analysis, charges in e, atoms 1 to 4:
1. C -1.3586
2. C -0.1315
3. N -0.0890
4. C 0.4200

---

Entry 6:
Below is 3 unconnected molecules or ions with the total composition C6H9N3 at a distorted geometry, with properties calculated with ωB97M-V/def2-TZVPD.

Cartesian coordinates (Å):
C1 -2.926 0.720 -0.824
C2 -1.730 0.637 0.005
N1 -0.785 0.581 0.650
H1 -3.764 1.108 -0.250
H2 -3.152 -0.279 -1.197
H3 -2.791 1.378 -1.681
C3 1.571 -0.237 2.941
C4 2.984 -0.050 3.244
N2 4.106 0.056 3.488
H4 1.033 -0.642 3.794
H5 1.542 -1.022 2.174
H6 1.092 0.634 2.514
C5 0.036 -0.522 -2.731
C6 1.316 -0.440 -2.023
N3 2.313 -0.388 -1.464
H7 -0.622 -1.224 -2.226
H8 0.213 -0.768 -3.772
H9 -0.435 0.459 -2.641

Computed properties:
HOMO energy, eV: -11.1
Structure (SMILES): CC#N.CC#N.CC#N
E_LUMO, eV: 0.209
Maximum force, eV Å⁻¹: 1.11
HOMO-LUMO gap, eV: 11.28
Energy above the lowest of the compared OMol25 structures with the same formula, charge and spin, eV: 0.5263

Mulliken population analysis, charges in e, atoms 1 to 4:
1. C -0.9585
2. C 0.3408
3. N -0.3036
4. H 0.3388

---

Entry 7:
Below is C7H7N3O4 in the gas phase at a distorted geometry, with properties calculated with ωB97M-V/def2-TZVPD.

Cartesian coordinates (Å):
C1 -2.252 0.576 0.987
C2 -2.227 -0.265 -0.191
C3 -1.059 1.144 1.371
C4 -1.016 -0.582 -0.820
C5 0.206 1.043 0.700
C6 0.277 -0.188 -0.251
C7 1.298 -1.116 -0.552
N1 0.173 2.483 0.229
N2 2.588 -0.709 -0.171
N3 0.972 -2.483 -0.917
O1 2.755 0.521 -0.220
O2 3.383 -1.550 0.171
O3 1.837 -3.067 -1.508
O4 -0.096 -2.986 -0.656
H1 -3.172 0.835 1.374
H2 -3.156 -0.846 -0.443
H3 -1.029 2.017 2.038
H4 -1.046 -1.201 -1.709
H5 1.103 1.069 1.238
H6 1.060 2.841 -0.103
H7 -0.600 2.463 -0.567

Computed properties:
2S+1: 3
HOMO energy (alpha / beta), eV: -7.3 / -10.1
E_LUMO (alpha / beta), eV: -0.364 / -3.470
Maximum force, eV Å⁻¹: 4.57
HOMO-LUMO gap (alpha / beta), eV: 6.97 / 6.58
Energy above the lowest of the compared OMol25 structures with the same formula, charge and spin, eV: 0.0000

Mulliken population analysis, charges in e, atoms 1 to 4:
1. C -0.4944
2. C -0.5250
3. C -0.6941
4. C -0.4920

---

- maximum force of number 2 (C31H22N3O3PV)?
  2.46 eV Å⁻¹

---

- maximum force of number 7 (C7H7N3O4)?
  4.57 eV Å⁻¹

---

- What is the maximum force in the third record?
  8.95 eV Å⁻¹

---

Repeat the fifth record exactly.
Below is C5H11NO in the gas phase at a distorted geometry, with properties calculated with ωB97M-V/def2-TZVPD.

Cartesian coordinates (Å):
C1 -1.483 -0.702 1.998
C2 -1.126 -0.459 0.539
N1 -0.780 0.907 0.261
C3 0.093 1.265 -0.760
O1 0.363 2.457 -0.959
C4 0.793 0.212 -1.627
C5 2.092 -0.231 -0.909
H1 -0.671 -0.432 2.653
H2 -2.316 -0.037 2.241
H3 -1.737 -1.746 2.198
H4 -0.314 -1.120 0.342
H5 -1.977 -0.753 -0.114
H6 -1.290 1.647 0.694
H7 0.106 -0.637 -1.775
H8 1.006 0.604 -2.622
H9 2.850 0.607 -0.964
H10 1.918 -0.424 0.140
H11 2.473 -1.157 -1.335

Computed properties:
HOMO energy, eV: -9.5
Structure (SMILES): CCNC(=O)CC
E_LUMO, eV: 0.897
Maximum force, eV Å⁻¹: 2.15
HOMO-LUMO gap, eV: 10.35
Energy above the lowest of the compared OMol25 structures with the same formula, charge and spin, eV: 0.4473

Mulliken population analysis, charges in e, atoms 1 to 4:
1. C -1.3586
2. C -0.1315
3. N -0.0890
4. C 0.4200